A structure of composition C23H38N3O5RhSeSi. Source: the OMol25 dataset; level of theory: ωB97M-V/def2-TZVPD.

```
72
Properties=species:S:1:pos:R:3:lowdin_charge:R:1
Rh 0.601 -0.609 -0.104 0.87
C 5.086 -0.228 -0.721 0.02
C 3.699 0.335 -0.835 -0.50
O 2.896 0.300 0.093 0.00
N 3.393 0.927 -2.016 0.10
C 2.032 1.318 -2.376 -0.11
C 1.313 2.097 -1.301 -0.23
C 1.545 3.460 -1.194 0.00
C 0.809 4.229 -0.313 -0.04
C -0.169 3.603 0.438 -0.04
C -0.325 2.239 0.303 -0.14
N 0.394 1.483 -0.532 0.02
H 5.073 -1.218 -1.180 0.07
H 5.336 -0.333 0.331 0.09
H 5.822 0.402 -1.220 0.08
H 4.004 0.715 -2.788 0.15
H 1.447 0.446 -2.651 0.08
H 2.113 1.976 -3.242 0.13
H 2.303 3.907 -1.824 0.12
H 0.986 5.292 -0.225 0.11
H -0.790 4.149 1.135 0.11
H -1.044 1.705 0.899 0.07
C -1.695 -3.164 0.039 -0.19
Si -1.673 -1.325 -0.350 0.74
C -2.302 -1.133 -2.170 -0.62
C -1.662 -2.190 -3.086 -0.10
C -1.975 0.256 -2.729 -0.10
C -3.815 -1.392 -2.280 -0.10
C -3.002 -0.528 0.882 -0.60
C -4.133 -1.564 1.053 -0.11
C -2.493 -0.291 2.310 -0.12
C -3.668 0.775 0.407 -0.10
H -2.674 -3.588 -0.200 0.04
H -1.490 -3.364 1.094 0.04
H -0.940 -3.689 -0.547 0.01
H -0.583 -2.104 -3.140 0.04
H -2.068 -2.061 -4.096 0.09
H -1.902 -3.204 -2.762 0.08
H -0.894 0.407 -2.775 0.05
H -2.404 1.064 -2.131 0.07
H -2.370 0.349 -3.746 0.09
H -4.080 -2.384 -1.909 0.08
H -4.089 -1.366 -3.340 0.09
H -4.439 -0.660 -1.773 0.05
H -3.776 -2.479 1.523 0.07
H -4.607 -1.832 0.112 0.06
H -4.908 -1.139 1.702 0.09
H -2.087 -1.208 2.750 0.08
H -3.331 0.010 2.948 0.09
H -1.752 0.505 2.382 0.04
H -4.188 0.658 -0.539 0.05
H -2.978 1.608 0.283 0.06
H -4.415 1.082 1.148 0.09
O 1.030 -4.058 -2.026 -0.41
Se 1.730 -2.759 -1.418 0.85
O 1.006 -1.318 -1.985 -0.57
O 1.265 -2.501 0.208 -0.55
O 3.323 -2.654 -1.581 -0.43
N 0.724 -0.564 2.063 0.03
C 1.660 0.288 2.748 -0.29
C 2.930 -0.185 3.040 -0.04
C 3.842 0.641 3.676 -0.07
C 3.491 1.938 4.026 -0.09
C 2.216 2.402 3.739 -0.08
C 1.300 1.579 3.100 -0.04
H 1.050 -1.529 2.105 0.09
H -0.181 -0.530 2.513 0.06
H 3.209 -1.188 2.740 0.12
H 4.834 0.269 3.897 0.11
H 4.205 2.580 4.523 0.10
H 1.929 3.408 4.017 0.10
H 0.304 1.940 2.881 0.09
```

Summary:
2S+1: 1
Total energy (eV): -115407.528
Highest occupied orbital energy (eV): -8.88
Frontier orbital gap (eV): 8.8
Lowest unoccupied orbital energy (eV): -0.067

=====

A structure of composition C34H63AsBrN3O4S4SbSeSi3Y in a non-equilibrium geometry. Source: the OMol25 dataset; level of theory: ωB97M-V/def2-TZVPD.

```
116
Properties=species:S:1:pos:R:3:lowdin_charge:R:1
Y 0.591 1.904 -0.504 0.74
O 4.764 -2.757 2.686 0.06
C 4.095 -1.811 1.920 -0.30
C 4.483 -0.492 1.876 0.01
C 3.682 0.343 1.092 -0.14
N 2.592 -0.060 0.430 0.01
C 2.297 -1.359 0.445 -0.68
Br 1.063 -2.007 -0.883 0.70
C 2.997 -2.265 1.219 -0.06
H 5.454 -2.349 3.159 0.07
H 5.429 -0.102 2.293 0.13
H 3.892 1.358 0.985 0.01
H 2.742 -3.294 1.227 0.10
S -3.892 2.358 -3.043 -0.15
As -2.112 2.177 -1.953 -0.46
S -0.385 1.779 -3.148 -0.13
S -1.836 0.551 -0.497 0.01
S -1.194 3.832 -0.777 -0.09
C 0.628 2.896 2.226 -0.24
O -0.045 1.715 1.754 -0.49
Si -1.459 1.188 2.816 0.34
C -1.051 1.985 4.491 -0.19
C -2.883 2.260 2.282 -0.21
C -1.479 -0.623 2.978 -0.44
Si -2.967 -1.715 2.525 0.43
C -3.579 -2.799 3.982 -0.21
C -4.446 -0.703 1.807 -0.19
C -2.497 -3.068 1.192 -0.20
Si -0.223 -1.435 4.068 0.39
C 1.533 -0.556 4.033 -0.18
C -0.471 -1.562 5.944 -0.21
C 0.177 -3.267 3.603 -0.18
H -0.074 3.666 2.523 0.06
H 1.268 3.326 1.431 -0.03
H 1.294 2.719 3.093 0.09
H -0.970 3.073 4.457 0.02
H -0.156 1.575 4.943 0.00
H -1.929 1.707 5.071 0.03
H -2.591 3.275 2.086 0.01
H -3.547 2.277 3.162 0.03
H -3.469 1.909 1.440 -0.01
H -4.238 -2.276 4.694 0.02
H -2.680 -3.129 4.508 -0.01
H -4.075 -3.668 3.598 0.00
H -4.537 0.209 2.395 0.00
H -5.346 -1.290 1.913 0.01
H -4.328 -0.445 0.767 -0.01
H -1.757 -3.824 1.421 -0.01
H -2.008 -2.521 0.336 -0.01
H -3.387 -3.581 0.756 0.02
H 1.716 0.513 4.312 0.02
H 1.756 -0.540 2.950 -0.01
H 2.271 -1.218 4.566 0.03
H -0.446 -0.559 6.398 0.02
H 0.332 -2.129 6.419 0.01
H -1.426 -2.002 6.132 -0.01
H 0.789 -3.713 4.407 0.03
H 0.654 -3.383 2.665 -0.02
H -0.747 -3.846 3.462 0.00
C 5.113 5.504 2.754 -0.06
N 3.802 5.926 2.341 -0.13
C 2.677 5.463 2.965 -0.01
Se 3.165 3.363 -0.453 0.65
N 1.665 5.989 2.159 0.08
C 2.186 6.716 1.098 -0.24
C 1.598 7.197 -0.055 -0.02
C 2.436 7.581 -1.075 -0.09
C 3.833 7.505 -0.967 -0.10
C 4.379 7.023 0.171 -0.04
C 3.538 6.693 1.233 -0.22
H 5.476 4.679 2.168 0.07
H 5.054 5.126 3.768 0.08
H 5.889 6.257 2.682 0.08
H 0.682 5.824 2.258 0.12
H 0.490 7.270 -0.151 0.13
H 1.937 8.011 -1.961 0.11
H 4.428 7.733 -1.818 0.09
H 5.455 6.981 0.229 0.11
C 3.496 0.306 -3.027 -0.08
O 3.014 1.292 -2.126 -0.27
C 4.000 2.119 -1.661 -0.95
O 5.123 2.100 -2.047 0.02
H 2.636 -0.365 -3.181 0.08
H 3.813 0.802 -3.931 0.09
H 4.337 -0.271 -2.616 0.10
C -3.826 -1.481 -2.978 -0.16
C -3.361 -2.971 -2.905 -0.56
C -4.380 -3.841 -3.642 -0.15
Sb -1.286 -2.943 -3.439 1.45
C -0.982 -4.984 -4.167 -0.61
C -1.748 -5.417 -5.398 -0.17
C -1.326 -5.862 -3.003 -0.20
C -1.269 -1.794 -5.305 -0.55
C -2.477 -1.882 -6.265 -0.14
C 0.003 -2.091 -6.146 -0.16
H -4.881 -1.460 -2.871 0.06
H -3.495 -0.958 -3.864 0.03
H -3.455 -0.942 -2.114 0.00
H -3.383 -3.284 -1.838 0.07
H -4.362 -3.622 -4.674 0.03
H -5.351 -3.473 -3.316 0.06
H -4.228 -4.973 -3.509 0.08
H 0.103 -4.979 -4.419 0.08
H -2.847 -5.212 -5.398 0.06
H -1.645 -6.531 -5.514 0.08
H -1.395 -5.012 -6.342 0.05
H -2.377 -5.960 -2.968 0.04
H -0.953 -5.529 -2.043 0.06
H -0.881 -6.867 -3.112 0.08
H -1.188 -0.799 -4.877 0.03
H -2.826 -2.906 -6.432 0.05
H -2.218 -1.476 -7.215 0.05
H -3.327 -1.315 -5.899 0.06
H -0.045 -3.155 -6.403 0.05
H 1.004 -1.839 -5.754 0.07
H -0.091 -1.511 -7.077 0.06
```

Summary:
2S+1: 1
Total energy (eV): -319730.777
Net charge: -2
Highest occupied orbital energy (eV): -1.87
Frontier orbital gap (eV): 5.4
Lowest unoccupied orbital energy (eV): 3.571

=====

A structure of composition C40H33AsBBrClF5IN3O3SV. Source: the OMol25 dataset; level of theory: ωB97M-V/def2-TZVPD.

```
91
Properties=species:S:1:pos:R:3:lowdin_charge:R:1
V 0.145 -0.242 -0.508 0.60
F -0.521 7.096 -2.308 0.14
C -0.182 5.812 -2.285 -0.13
C -0.606 4.999 -1.252 -0.13
F -1.353 5.502 -0.270 0.13
C -0.249 3.663 -1.234 -0.20
F -0.655 2.936 -0.200 0.11
C 0.533 3.099 -2.232 -0.35
S 1.029 1.399 -2.330 1.03
C 0.956 3.945 -3.253 -0.22
F 1.721 3.471 -4.236 0.10
C 0.605 5.281 -3.290 -0.14
F 1.024 6.058 -4.286 0.13
Cl -6.953 2.694 -0.868 0.69
C -5.373 1.987 -0.711 -0.61
C -4.782 1.440 -1.806 -0.18
C -3.502 0.857 -1.712 -0.62
I -2.653 0.064 -3.430 1.02
C -2.808 0.819 -0.522 -0.39
O -1.616 0.308 -0.391 -0.26
C -3.436 1.402 0.640 -0.15
N -2.737 1.362 1.797 0.13
C -3.281 1.883 2.867 -0.13
C -4.553 2.484 2.884 -0.04
C -5.272 2.535 1.725 -0.02
C -4.722 1.986 0.548 -0.17
H -5.298 1.452 -2.755 0.09
H -2.695 1.835 3.781 0.11
H -4.941 2.892 3.807 0.11
H -6.253 2.987 1.692 0.09
C 0.263 -1.455 1.182 -0.19
C -0.738 -2.541 1.247 -0.28
C -2.108 -2.255 1.366 -0.03
C -3.053 -3.259 1.390 -0.02
C -2.661 -4.598 1.317 -0.25
C -1.305 -4.905 1.246 -0.04
C -0.366 -3.890 1.208 -0.06
C -3.639 -5.644 1.334 -0.20
N -4.425 -6.484 1.347 0.14
H 1.278 -1.834 1.336 0.06
H 0.074 -0.679 1.931 0.05
H -2.416 -1.220 1.441 0.09
H -4.105 -3.017 1.473 0.12
H -0.992 -5.942 1.223 0.12
H 0.684 -4.156 1.181 0.10
O 2.529 0.103 -0.351 0.02
B 1.700 1.263 -0.526 -0.96
O 2.215 2.368 0.149 0.15
C 3.289 1.868 0.852 -0.20
C 4.115 2.536 1.722 0.01
C 5.127 1.792 2.330 -0.08
C 5.288 0.437 2.068 -0.09
C 4.445 -0.232 1.179 0.01
C 3.457 0.513 0.583 -0.19
H 3.970 3.587 1.933 0.13
H 5.797 2.283 3.023 0.10
H 6.083 -0.110 2.555 0.10
H 4.559 -1.285 0.961 0.12
Br 1.403 4.131 6.520 0.75
C 1.283 2.985 5.020 -0.69
C 2.094 1.868 4.938 -0.10
C 1.969 1.069 3.811 -0.13
N 1.114 1.314 2.823 0.09
C 0.338 2.391 2.928 -0.12
C 0.386 3.264 4.005 -0.10
H 2.805 1.627 5.714 0.10
H 2.599 0.192 3.696 0.12
H -0.357 2.560 2.114 0.09
H -0.258 4.131 4.047 0.10
C -1.546 -3.540 -2.281 -0.17
C -0.380 -3.116 -3.163 -0.42
As 0.992 -2.099 -2.210 1.24
C 2.181 -3.411 -1.356 -0.39
C 1.982 -4.858 -1.786 -0.15
C 2.097 -1.483 -3.705 -0.43
C 2.753 -2.583 -4.529 -0.16
H -2.361 -3.934 -2.889 0.08
H -1.935 -2.699 -1.702 0.04
H -1.254 -4.313 -1.572 0.05
H -0.714 -2.432 -3.946 0.03
H 0.081 -3.971 -3.660 0.06
H 2.039 -3.299 -0.283 0.03
H 3.194 -3.064 -1.574 0.07
H 0.952 -5.180 -1.626 0.06
H 2.627 -5.524 -1.209 0.08
H 2.216 -5.004 -2.841 0.06
H 2.844 -0.809 -3.281 0.06
H 1.439 -0.869 -4.324 0.06
H 3.435 -3.183 -3.927 0.06
H 3.332 -2.156 -5.349 0.07
H 2.012 -3.254 -4.966 0.07
```

Summary:
2S+1: 2
⟨S²⟩: 1.2085
Total energy (eV): -254920.366
Highest occupied orbital energy (spin up / spin down) (eV): -7.97 / -7.24
Frontier orbital gap (spin up / spin down) (eV): 7.3 / 7.1
Lowest unoccupied orbital energy (spin up / spin down) (eV): -0.635 / -0.110

=====

An isolated molecule of C5H8N2O2 in a non-equilibrium geometry. Source: the OMol25 dataset; level of theory: ωB97M-V/def2-TZVPD.

```
17
Properties=species:S:1:pos:R:3:nbo_charge:R:1
C -3.164 -0.669 -0.116 -0.10
N -1.915 -0.568 -0.086 -0.25
N -1.293 0.636 0.165 -0.43
C 0.108 0.933 -0.069 0.02
C 1.160 0.170 -0.185 -0.18
C 2.455 0.893 0.014 -0.60
C 1.184 -1.267 -0.067 0.73
O 2.324 -1.784 -0.026 -0.61
O 0.178 -2.011 0.192 -0.68
H -3.533 -1.656 -0.296 0.22
H -3.784 0.286 0.280 0.16
H -1.953 1.356 0.386 0.38
H 0.409 1.943 -0.173 0.21
H 2.312 1.973 0.063 0.19
H 2.864 0.536 0.942 0.23
H 3.381 0.800 -0.696 0.23
H -0.732 -1.571 -0.329 0.49
```

Summary:
2S+1: 1
Total energy (eV): -12386.797
Highest occupied orbital energy (eV): -8.92
Frontier orbital gap (eV): 9.3
Lowest unoccupied orbital energy (eV): 0.397

=====

A cluster of 2 separate species, C5H10 in total in a non-equilibrium geometry. Source: the OMol25 dataset; level of theory: ωB97M-V/def2-TZVPD.

```
15
Properties=species:S:1:pos:R:3:nbo_charge:R:1
C 1.693 0.241 1.096 -0.29
C 1.861 -0.167 -0.331 -0.40
C 0.510 -0.533 0.365 -0.39
C -0.748 -0.465 -0.459 -0.06
C -1.393 -1.825 -0.560 -0.66
H -1.028 4.706 0.052 0.00
H -0.707 4.395 0.642 0.00
H 1.452 1.162 1.628 0.19
H 1.620 0.655 -1.038 0.21
H 2.261 -1.049 -0.837 0.24
H 0.506 -1.443 0.963 0.24
H -1.350 0.356 -0.095 0.20
H -0.775 -2.654 -0.855 0.23
H -2.366 -1.819 -1.065 0.22
H -1.535 -1.559 0.495 0.27
```

Summary:
2S+1: 1
Total energy (eV): -5338.353
Highest occupied orbital energy (eV): -6.78
Frontier orbital gap (eV): 5.8
Lowest unoccupied orbital energy (eV): -0.934

=====

A structure of composition C29H30AsClN3O3Ru. Source: the OMol25 dataset; level of theory: ωB97M-V/def2-TZVPD.

```
68
Properties=species:S:1:pos:R:3:nbo_charge:R:1
Ru -0.395 -0.070 0.420 0.79
O -0.064 5.336 -0.114 -0.68
C 0.049 5.167 1.215 0.35
C 0.367 6.288 1.983 -0.28
C 0.489 6.184 3.354 -0.17
C 0.299 4.962 3.995 -0.27
C 0.000 3.847 3.240 -0.16
C -0.122 3.925 1.850 -0.18
C -0.367 2.681 1.090 0.59
O -0.235 1.563 1.714 -0.67
N -0.617 2.777 -0.193 -0.49
N -0.764 1.516 -0.746 -0.20
C -1.338 1.416 -1.884 0.14
C -1.557 0.160 -2.578 -0.20
C -2.443 0.150 -3.658 -0.14
C -2.686 -1.003 -4.376 -0.26
C -2.013 -2.169 -4.024 -0.18
C -1.117 -2.180 -2.971 -0.23
C -0.880 -1.026 -2.223 0.35
O 0.020 -1.064 -1.238 -0.68
H -0.346 4.474 -0.501 0.51
H 0.505 7.232 1.473 0.22
H 0.731 7.067 3.933 0.21
H 0.385 4.887 5.071 0.22
H -0.151 2.884 3.708 0.23
H -1.676 2.338 -2.350 0.20
H -2.951 1.071 -3.923 0.21
H -3.386 -0.999 -5.200 0.22
H -2.190 -3.082 -4.580 0.21
H -0.582 -3.081 -2.698 0.21
Cl -2.725 -0.095 0.946 -0.53
C -0.316 -6.304 2.196 -0.64
C -0.287 -4.834 1.901 0.06
C 0.761 -4.241 1.209 -0.26
C 0.739 -2.883 0.961 0.08
N -0.242 -2.072 1.370 -0.46
C -1.259 -2.640 2.033 0.09
C -1.313 -3.992 2.310 -0.26
H 0.465 -6.834 1.652 0.22
H -1.281 -6.733 1.926 0.23
H -0.167 -6.479 3.262 0.23
H 1.590 -4.831 0.840 0.22
H 1.512 -2.435 0.365 0.21
H -2.049 -1.974 2.345 0.25
H -2.171 -4.381 2.843 0.23
C 3.517 -0.871 0.194 -0.97
As 2.046 0.347 0.566 1.20
C 2.551 1.786 -0.626 -0.97
C 2.594 0.920 2.366 -0.74
C 3.878 1.688 2.398 -0.03
C 3.867 3.060 2.141 -0.22
C 5.044 3.791 2.150 -0.19
C 6.254 3.164 2.418 -0.22
C 6.275 1.804 2.686 -0.21
C 5.095 1.073 2.678 -0.22
H 4.439 -0.316 0.364 0.24
H 3.481 -1.202 -0.844 0.24
H 3.501 -1.735 0.855 0.23
H 3.600 2.047 -0.495 0.24
H 1.925 2.658 -0.451 0.25
H 2.377 1.431 -1.642 0.24
H 2.658 -0.008 2.938 0.23
H 1.772 1.508 2.763 0.28
H 2.922 3.556 1.947 0.22
H 5.015 4.855 1.953 0.22
H 7.173 3.735 2.429 0.21
H 7.212 1.309 2.909 0.21
H 5.117 0.011 2.900 0.21
```

Summary:
2S+1: 2
⟨S²⟩: 0.7548
Total energy (eV): -117118.137
Highest occupied orbital energy (spin up / spin down) (eV): -7.76 / -7.75
Frontier orbital gap (spin up / spin down) (eV): 7.9 / 7.4
Lowest unoccupied orbital energy (spin up / spin down) (eV): 0.171 / -0.390

=====

2S+1 of number 3 (C40H33AsBBrClF5IN3O3SV)?
2

=====

Which formula does entry 5 have?
C5H10